The ion C2H2O2P with charge -1 in a non-equilibrium geometry. Source: OMol25; level of theory: ωB97M-V with the def2-TZVPD basis set.

Properties
Frontier orbital gap, eV: 6.85
Charge: -1
SMILES: O=C=CP[O-]
Total energy, eV: -15490.0022
ΔE to the lowest compared entry with this formula, charge and spin, kcal/mol: 19.6

Positions of all 7 atoms, in Å:
O: 2.407 0.131 0.452
C: 1.312 0.277 0.031
C: 0.244 0.549 -0.622
P: -1.391 0.085 0.434
O: -1.989 -1.015 -0.375
H: 0.017 0.417 -1.633
H: -0.599 -0.443 1.713

These are the Mulliken partial charges, in e, on atoms 1 to 4:
1. O -0.50
2. C 0.43
3. C -0.58
4. P 0.01


A structure of composition C45H122F12MnN6O13P2 in a non-equilibrium geometry. Source: OMol25; level of theory: ωB97M-V with the def2-TZVPD basis set.

Properties
Frontier orbital gap (spin up / spin down), eV: 8.22 / 8.20
Charge: 0
2S+1: 6
Total energy, eV: -166718.7472

Positions of all 201 atoms, in Å:
Mn: 17.455 15.272 17.254
P: 16.096 15.302 14.046
F: 16.351 13.653 13.996
F: 14.950 15.035 15.199
F: 17.144 15.417 15.289
F: 15.880 16.916 14.218
F: 17.366 15.547 13.082
F: 15.026 15.188 12.830
P: 11.983 14.404 18.641
F: 12.595 13.013 18.151
F: 10.905 13.427 19.454
F: 12.965 14.298 19.883
F: 11.392 15.827 19.211
F: 13.169 15.237 17.867
F: 11.019 14.427 17.339
C: 10.112 13.201 13.964
C: 10.116 14.716 13.765
C: 11.499 15.137 13.517
O: 9.354 15.033 12.646
H: 9.079 12.929 14.181
H: 10.765 12.809 14.744
H: 10.354 12.786 12.986
H: 9.633 15.123 14.654
H: 12.022 14.905 14.445
H: 11.675 16.213 13.486
H: 11.988 14.647 12.676
H: 8.422 14.963 12.861
C: 13.843 16.426 10.335
C: 13.869 15.435 9.184
C: 13.861 14.036 9.731
O: 12.675 15.658 8.463
H: 13.187 16.043 11.117
H: 13.608 17.467 10.111
H: 14.852 16.522 10.736
H: 14.790 15.586 8.621
H: 13.855 13.230 8.997
H: 13.104 13.782 10.472
H: 14.799 13.812 10.240
H: 12.013 15.345 9.083
C: 16.271 12.797 22.029
C: 15.986 12.296 20.578
C: 14.747 11.442 20.528
O: 15.705 13.462 19.783
H: 16.227 11.872 22.604
H: 15.493 13.417 22.475
H: 17.269 13.214 22.153
H: 16.858 11.800 20.150
H: 14.489 11.168 19.505
H: 13.883 12.029 20.840
H: 14.862 10.542 21.131
H: 14.770 13.661 19.864
C: 12.993 10.499 11.256
C: 11.697 10.510 10.491
C: 11.616 9.598 9.220
O: 10.612 10.133 11.273
H: 13.804 10.724 10.564
H: 13.158 9.560 11.784
H: 12.899 11.348 11.934
H: 11.651 11.533 10.117
H: 12.337 10.008 8.512
H: 10.634 9.752 8.772
H: 11.709 8.537 9.453
H: 10.783 9.221 11.521
C: 19.724 9.399 14.668
C: 19.627 8.595 13.401
C: 18.395 8.741 12.555
O: 20.724 8.930 12.550
H: 20.491 8.986 15.323
H: 18.813 9.358 15.266
H: 19.946 10.445 14.460
H: 19.606 7.529 13.628
H: 17.540 8.575 13.210
H: 18.384 8.066 11.700
H: 18.311 9.734 12.114
H: 20.640 8.406 11.750
C: 18.338 16.028 9.549
C: 18.869 14.895 10.437
C: 17.952 13.644 10.600
O: 19.925 14.460 9.684
H: 19.120 16.773 9.403
H: 17.519 16.398 10.165
H: 17.966 15.673 8.588
H: 19.132 15.323 11.404
H: 18.337 12.959 11.356
H: 17.883 13.061 9.682
H: 16.988 13.901 11.039
H: 20.335 13.861 10.312
C: 13.483 12.142 14.798
C: 12.860 10.966 15.478
C: 13.248 9.678 14.815
O: 13.406 10.931 16.785
H: 14.561 12.140 14.636
H: 13.272 13.017 15.413
H: 12.957 12.273 13.852
H: 11.783 10.979 15.647
H: 12.932 8.799 15.378
H: 14.322 9.692 14.631
H: 12.856 9.650 13.798
H: 12.921 11.585 17.294
C: 15.487 21.798 14.003
C: 15.295 20.289 13.718
C: 14.898 19.978 12.288
O: 13.800 20.644 11.695
C: 12.541 20.315 12.319
N: 16.515 19.539 14.166
H: 14.623 22.371 13.667
H: 16.274 22.115 13.318
H: 15.808 22.065 15.010
H: 14.447 19.969 14.324
H: 14.779 18.903 12.161
H: 15.822 20.227 11.765
H: 12.170 19.350 11.975
H: 11.775 21.050 12.071
H: 12.600 20.258 13.405
H: 16.532 19.565 15.176
H: 16.239 18.577 14.030
C: 16.923 11.037 16.939
C: 17.451 12.453 17.218
C: 18.704 12.836 16.401
O: 19.164 14.126 16.720
C: 20.627 14.281 16.593
N: 16.330 13.387 17.020
H: 15.966 10.932 17.451
H: 17.579 10.386 17.517
H: 16.860 10.766 15.885
H: 17.655 12.595 18.279
H: 18.511 12.860 15.328
H: 19.479 12.106 16.633
H: 20.705 14.472 15.523
H: 21.251 13.411 16.797
H: 20.953 15.160 17.149
H: 15.650 13.116 17.716
H: 15.811 13.128 16.193
C: 20.069 17.840 12.644
C: 19.947 19.351 12.426
C: 19.039 19.690 11.255
O: 18.809 21.128 11.227
C: 18.134 21.514 10.075
N: 19.369 19.939 13.583
H: 20.795 17.584 13.415
H: 20.396 17.449 11.681
H: 19.141 17.347 12.934
H: 20.939 19.764 12.244
H: 18.041 19.251 11.238
H: 19.489 19.368 10.316
H: 18.411 21.023 9.143
H: 18.276 22.588 9.955
H: 17.084 21.233 10.154
H: 18.382 19.727 13.625
H: 19.278 20.907 13.312
C: 19.426 16.186 20.896
C: 18.644 16.362 19.629
C: 19.464 17.060 18.547
O: 18.806 16.835 17.318
C: 19.281 17.739 16.288
N: 18.173 15.010 19.201
H: 20.394 15.706 20.752
H: 18.857 15.616 21.630
H: 19.626 17.177 21.305
H: 17.838 17.039 19.913
H: 20.490 16.693 18.519
H: 19.379 18.135 18.706
H: 20.358 17.637 16.160
H: 18.907 18.737 16.519
H: 18.873 17.417 15.330
H: 18.924 14.353 19.361
H: 17.578 14.594 19.904
C: 22.590 12.552 8.382
C: 23.331 12.781 9.680
C: 22.625 12.229 10.899
O: 21.752 13.155 11.437
C: 21.130 12.792 12.657
N: 24.588 12.072 9.522
H: 22.593 11.506 8.075
H: 23.028 13.081 7.535
H: 21.566 12.919 8.442
H: 23.556 13.841 9.798
H: 23.338 11.951 11.675
H: 22.125 11.287 10.675
H: 20.637 11.820 12.640
H: 20.372 13.493 13.005
H: 21.920 12.656 13.395
H: 24.454 11.095 9.742
H: 25.265 12.391 10.201
C: 14.193 17.827 16.807
C: 15.624 17.672 17.331
C: 15.993 18.798 18.336
O: 16.003 20.000 17.587
C: 16.198 21.213 18.295
N: 15.691 16.316 17.798
H: 13.492 17.613 17.614
H: 13.862 17.143 16.026
H: 13.981 18.848 16.489
H: 16.300 17.641 16.477
H: 17.034 18.602 18.592
H: 15.394 18.819 19.247
H: 16.436 22.054 17.643
H: 17.037 21.091 18.980
H: 15.279 21.505 18.803
H: 14.845 15.881 17.459
H: 15.391 16.316 18.762

These are the Mulliken partial charges, in e, on atoms 1 to 4:
1. Mn 1.48
2. P 0.94
3. F -0.45
4. F -0.43


A cluster of 2 separate species, C24H23N7O5 in total in a non-equilibrium geometry. Source: OMol25; level of theory: ωB97M-V with the def2-TZVPD basis set.

Properties
Frontier orbital gap, eV: 4.88
Charge: 0
SMILES: O=[N+]([O-])c1cc([N+](=O)[O-])c2nnnn2c1.COc1ccc(/C=C(\c2ccccc2)N2CCCC2)cc1
Total energy, eV: -45920.0499
ΔE to the lowest compared entry with this formula, charge and spin, kcal/mol: 2.2

Positions of all 59 atoms, in Å:
O: -2.607 -0.538 4.081
N: -1.939 -0.530 3.032
O: -2.458 -0.303 1.910
C: -0.517 -0.780 3.109
C: 0.056 -1.201 4.336
C: 1.400 -1.542 4.403
N: 2.071 -1.829 5.670
O: 3.306 -1.816 5.748
O: 1.317 -2.057 6.647
C: 2.135 -1.650 3.177
N: 3.309 -2.211 2.835
N: 3.415 -2.089 1.496
N: 2.352 -1.529 0.974
N: 1.529 -1.194 2.008
C: 0.254 -0.678 1.956
H: -0.544 -1.212 5.234
H: -0.109 -0.304 1.002
C: 5.762 0.946 -1.401
O: 4.848 2.011 -1.763
C: 3.524 1.833 -1.508
C: 2.701 2.987 -1.539
C: 1.400 2.917 -1.114
C: 0.813 1.672 -0.752
C: -0.572 1.564 -0.351
C: -1.464 0.664 -0.934
C: -1.055 -0.700 -1.393
C: -0.291 -0.887 -2.557
C: 0.168 -2.162 -2.886
C: -0.169 -3.261 -2.085
C: -1.011 -3.087 -0.983
C: -1.458 -1.813 -0.644
N: -2.756 1.009 -1.117
C: -3.266 2.335 -0.806
C: -4.723 2.334 -1.303
C: -5.005 0.931 -1.872
C: -3.749 0.083 -1.615
C: 1.640 0.532 -0.790
C: 2.970 0.584 -1.141
H: 6.735 1.367 -1.650
H: 5.699 0.716 -0.327
H: 5.573 0.039 -1.989
H: 3.154 3.922 -1.867
H: 0.778 3.811 -1.093
H: -0.977 2.384 0.254
H: -0.045 -0.022 -3.181
H: 0.790 -2.299 -3.776
H: 0.226 -4.254 -2.321
H: -1.341 -3.930 -0.372
H: -2.082 -1.653 0.238
H: -3.223 2.531 0.280
H: -2.679 3.121 -1.310
H: -5.403 2.573 -0.479
H: -4.853 3.093 -2.082
H: -5.879 0.462 -1.407
H: -5.181 0.982 -2.952
H: -3.412 -0.421 -2.534
H: -3.959 -0.695 -0.864
H: 1.225 -0.437 -0.525
H: 3.578 -0.320 -1.106

These are the Mulliken partial charges, in e, on atoms 1 to 4:
1. O -0.61
2. N 0.87
3. O -0.50
4. C -0.42


A cluster of 8 separate species, C20H62O26P6 in total in a non-equilibrium geometry. Source: OMol25; level of theory: ωB97M-V with the def2-TZVPD basis set.

Properties
Frontier orbital gap, eV: 10.54
Charge: 0
SMILES: COP(=O)(OC)OC.COP(=O)(OC)OC.COP(=O)(OC)OC.COP(=O)(OC)OC.COP(=O)(OC)OC.COP(=O)(OC)OC.CO.CO
Total energy, eV: -130724.7390
ΔE to the lowest compared entry with this formula, charge and spin, kcal/mol: 64.4

Positions of all 114 atoms, in Å:
C: 19.103 -4.175 -6.182
O: 18.546 -2.892 -5.980
P: 17.952 -2.089 -7.231
O: 16.534 -2.367 -7.517
O: 18.157 -0.564 -6.832
C: 19.417 0.032 -6.582
O: 18.984 -2.487 -8.377
C: 18.682 -2.295 -9.755
H: 18.432 -4.815 -6.772
H: 19.138 -4.751 -5.258
H: 20.062 -4.182 -6.695
H: 19.474 0.476 -5.585
H: 19.458 0.932 -7.207
H: 20.287 -0.584 -6.802
H: 17.927 -3.023 -10.060
H: 19.535 -2.555 -10.382
H: 18.384 -1.262 -9.930
C: 13.746 -0.728 -3.921
O: 12.888 0.345 -4.259
P: 11.393 0.133 -4.764
O: 11.190 -0.992 -5.681
O: 10.604 -0.061 -3.396
C: 9.198 -0.262 -3.291
O: 10.992 1.606 -5.218
C: 10.963 2.707 -4.319
H: 13.733 -1.062 -2.881
H: 14.784 -0.502 -4.153
H: 13.444 -1.607 -4.496
H: 8.710 -0.157 -4.261
H: 8.853 0.479 -2.570
H: 8.988 -1.267 -2.929
H: 11.910 2.773 -3.778
H: 10.035 2.719 -3.756
H: 11.029 3.648 -4.872
C: 16.994 2.214 -4.566
O: 17.779 2.252 -3.400
P: 17.611 3.395 -2.319
O: 16.418 3.271 -1.456
O: 18.991 3.355 -1.547
C: 19.226 4.207 -0.434
O: 17.736 4.773 -3.100
C: 16.615 5.650 -3.268
H: 16.172 2.931 -4.674
H: 16.395 1.303 -4.659
H: 17.611 2.243 -5.464
H: 18.476 4.974 -0.244
H: 20.176 4.725 -0.552
H: 19.290 3.602 0.469
H: 16.743 6.276 -4.146
H: 16.451 6.281 -2.392
H: 15.735 5.017 -3.361
C: 24.676 3.576 0.439
O: 23.465 4.069 -0.136
P: 23.434 5.327 -1.107
O: 22.394 6.332 -0.836
O: 24.941 5.918 -1.045
C: 25.266 7.000 -1.960
O: 23.339 4.647 -2.551
C: 22.089 4.142 -3.045
H: 25.300 4.379 0.824
H: 25.113 2.846 -0.240
H: 24.434 3.023 1.352
H: 26.190 6.599 -2.378
H: 25.555 7.866 -1.367
H: 24.575 7.322 -2.733
H: 22.103 4.355 -4.110
H: 21.222 4.517 -2.508
H: 22.043 3.056 -2.934
C: 14.052 5.763 0.266
O: 12.638 5.767 0.197
P: 11.828 6.921 -0.506
O: 12.175 7.316 -1.881
O: 10.314 6.419 -0.372
C: 9.809 5.377 -1.194
O: 11.988 8.103 0.562
C: 12.410 9.404 0.241
H: 14.536 4.942 -0.263
H: 14.364 5.720 1.309
H: 14.532 6.670 -0.112
H: 10.548 5.111 -1.962
H: 8.930 5.670 -1.761
H: 9.720 4.483 -0.579
H: 13.141 9.396 -0.573
H: 12.930 9.854 1.086
H: 11.591 10.069 -0.050
C: 13.807 13.060 -1.030
O: 15.139 12.953 -0.496
P: 15.726 11.517 -0.170
O: 15.172 10.945 1.050
O: 17.282 11.833 -0.078
C: 17.789 12.661 0.947
O: 15.472 10.653 -1.496
C: 15.867 9.296 -1.662
H: 13.157 12.311 -0.588
H: 13.873 12.989 -2.116
H: 13.447 14.072 -0.861
H: 18.213 12.032 1.731
H: 17.046 13.352 1.349
H: 18.608 13.326 0.660
H: 15.883 8.737 -0.722
H: 16.793 9.239 -2.227
H: 15.017 8.836 -2.176
C: 13.108 5.721 -5.548
O: 14.353 5.066 -5.519
H: 12.587 5.689 -6.505
H: 12.487 5.428 -4.698
H: 13.240 6.793 -5.339
H: 14.632 4.773 -6.385
C: 18.568 5.983 -6.565
O: 17.351 6.317 -7.231
H: 18.875 6.893 -6.052
H: 18.339 5.100 -5.966
H: 19.421 5.757 -7.217
H: 16.887 5.517 -7.481

These are the Mulliken partial charges, in e, on atoms 1 to 4:
1. C -0.69
2. O -0.24
3. P 0.82
4. O -0.71


An isolated molecule of C4H5NO3S2 in a non-equilibrium geometry. Source: OMol25; level of theory: ωB97M-V with the def2-TZVPD basis set.

Properties
Frontier orbital gap, eV: 9.32
Charge: 0
SMILES: NS(=O)(=O)c1ccsc1O
Total energy, eV: -33529.9219
ΔE to the lowest compared entry with this formula, charge and spin, kcal/mol: 22.3

Positions of all 15 atoms, in Å:
N: 2.083 0.209 -1.257
S: 1.452 -0.236 0.283
O: 1.935 0.817 1.125
O: 1.853 -1.619 0.549
C: -0.276 -0.039 0.185
C: -0.929 0.425 -0.987
C: -2.324 0.378 -0.808
S: -2.829 -0.040 0.741
C: -1.265 -0.317 1.219
O: -1.056 -0.712 2.495
H: 1.917 1.142 -1.402
H: 2.953 -0.128 -1.535
H: -0.340 0.560 -1.863
H: -2.968 0.854 -1.402
H: -0.206 -1.293 2.659

These are the Mulliken partial charges, in e, on atoms 1 to 4:
1. N -0.53
2. S 1.07
3. O -0.56
4. O -0.61


no.,molecular weight (g/mol)
1,89.0
2,1300.4
3,489.5
4,904.5
5,179.2